{
  "formula": "C40H60O23",
  "method": "wB97M-V/def2-TZVPD",
  "symbols": ["C", "C", "C", "O", "C", "O", "O", "H", "H", "H", "H", "H", "H", "C", "C", "C", "O", "C", "O", "O", "H", "H", "H", "H", "H", "H", "C", "C", "C", "O", "C", "O", "O", "H", "H", "H", "H", "H", "H", "O", "C", "C", "C", "C", "O", "H", "H", "H", "H", "H", "H", "O", "C", "C", "C", "C", "O", "H", "H", "H", "H", "H", "H", "O", "C", "C", "C", "C", "O", "H", "H", "H", "H", "H", "H", "O", "C", "C", "C", "C", "O", "H", "H", "H", "H", "H", "H", "O", "C", "C", "C", "C", "O", "H", "H", "H", "H", "H", "H", "O", "C", "C", "C", "C", "O", "H", "H", "H", "H", "H", "H", "O", "C", "C", "C", "C", "O", "H", "H", "H", "H", "H", "H"],
  "coordinates": [[19.221, 11.983, 12.786], [20.072, 11.377, 11.660], [19.891, 9.881, 11.548], [20.014, 9.596, 10.140], [19.674, 10.719, 9.470], [19.592, 10.885, 8.270], [19.610, 11.763, 10.380], [19.157, 13.058, 12.699], [19.668, 11.816, 13.735], [18.182, 11.653, 12.725], [21.235, 11.645, 11.725], [18.915, 9.507, 11.855], [20.635, 9.321, 12.024], [17.023, 7.929, 9.152], [16.463, 6.811, 10.024], [16.589, 7.107, 11.556], [15.309, 6.847, 12.079], [14.417, 6.793, 11.092], [13.227, 6.813, 11.230], [14.966, 6.909, 9.880], [16.695, 8.912, 9.585], [16.546, 7.817, 8.175], [18.124, 7.838, 9.045], [16.743, 5.832, 9.692], [16.751, 8.170, 11.672], [17.300, 6.454, 12.022], [15.936, 19.168, 13.455], [15.432, 18.156, 12.481], [16.290, 16.921, 12.305], [15.474, 15.820, 12.714], [14.332, 16.244, 13.087], [13.418, 15.556, 13.453], [14.201, 17.592, 12.936], [16.072, 18.691, 14.451], [15.222, 19.995, 13.602], [16.907, 19.502, 13.094], [15.080, 18.549, 11.554], [17.204, 17.056, 12.994], [16.644, 16.824, 11.271], [16.812, 16.304, 15.976], [15.675, 15.984, 16.124], [14.979, 14.610, 16.285], [13.620, 14.924, 16.977], [13.426, 16.407, 16.650], [14.674, 16.875, 16.169], [14.815, 14.124, 15.316], [15.516, 13.918, 16.900], [12.772, 14.270, 16.750], [13.797, 14.797, 18.015], [12.634, 16.584, 15.820], [13.181, 17.067, 17.453], [16.000, 15.988, 9.163], [16.043, 14.771, 8.966], [15.634, 13.868, 7.772], [15.618, 12.504, 8.439], [16.812, 12.666, 9.371], [16.620, 13.982, 9.951], [14.706, 14.296, 7.330], [16.457, 13.831, 7.094], [14.731, 12.331, 9.062], [15.890, 11.750, 7.757], [16.845, 11.899, 10.194], [17.764, 12.681, 8.846], [10.141, 9.029, 11.598], [10.721, 8.772, 10.584], [10.770, 7.484, 9.826], [11.773, 7.689, 8.676], [12.266, 9.154, 8.899], [11.400, 9.773, 9.900], [10.881, 6.629, 10.530], [9.730, 7.456, 9.521], [12.616, 7.008, 8.752], [11.328, 7.646, 7.679], [13.336, 9.134, 9.279], [12.170, 9.709, 8.001], [15.745, 10.483, 11.383], [14.714, 10.967, 11.835], [14.499, 12.397, 12.203], [13.345, 12.284, 13.205], [12.628, 11.005, 12.825], [13.594, 10.221, 12.070], [15.393, 12.959, 12.449], [14.233, 12.753, 11.189], [13.781, 12.179, 14.239], [12.664, 13.062, 13.162], [12.338, 10.299, 13.663], [11.779, 11.107, 12.123], [12.016, 13.152, 9.760], [11.547, 14.124, 10.297], [11.696, 15.567, 9.860], [10.964, 16.331, 11.011], [10.247, 15.300, 11.849], [10.848, 13.971, 11.430], [12.695, 15.889, 9.708], [11.222, 15.632, 8.889], [11.739, 16.828, 11.642], [10.348, 17.144, 10.628], [10.547, 15.484, 12.846], [9.222, 15.302, 11.555], [19.232, 8.338, 16.215], [18.162, 8.803, 16.124], [16.955, 8.508, 16.976], [15.851, 9.374, 16.420], [16.319, 9.698, 15.016], [17.770, 9.688, 15.079], [16.723, 7.470, 16.888], [17.229, 8.803, 18.009], [14.896, 8.821, 16.435], [15.695, 10.202, 17.051], [16.052, 9.065, 14.171], [16.079, 10.751, 14.698], [6.894, 14.414, 12.640], [7.390, 13.335, 12.773], [7.381, 12.106, 11.913], [7.610, 11.048, 12.897], [8.599, 11.712, 13.827], [8.338, 13.139, 13.792], [6.389, 12.009, 11.448], [8.193, 12.204, 11.171], [6.709, 10.845, 13.416], [8.015, 10.074, 12.480], [8.492, 11.339, 14.847], [9.597, 11.565, 13.446]],
  "forces_ev_per_a": [[0.07, 0.51, -1.39], [1.37, 0.02, 0.63], [-0.50, -0.38, -0.51], [-0.45, 0.46, -0.63], [1.14, 1.37, -0.63], [-0.32, -0.74, 2.25], [-0.47, 0.13, -1.41], [0.24, 0.46, -0.31], [0.21, -0.59, 0.88], [0.18, -0.43, 0.12], [-2.47, -0.41, 0.03], [-0.17, 0.35, 0.21], [1.10, -0.79, 0.85], [-0.13, -0.01, 0.26], [-1.52, 1.99, 0.50], [0.03, -0.24, -1.69], [-0.41, -0.72, 0.49], [-1.47, 1.34, -0.52], [0.27, -0.58, 0.55], [1.92, -0.73, 0.16], [0.54, -0.81, -0.40], [0.30, 0.13, -0.05], [-0.67, 0.28, 0.11], [0.22, -0.61, 0.03], [0.52, 0.20, 0.24], [0.49, -0.03, 0.44], [-0.01, -0.03, 0.88], [-1.26, -0.45, 0.05], [2.69, 0.95, 0.53], [2.83, -0.66, -0.76], [-3.08, 1.67, 0.27], [-0.13, -0.30, 0.29], [-0.63, -1.17, 1.05], [0.03, 0.17, -0.61], [0.43, -0.20, -0.32], [0.01, 0.39, 0.14], [0.67, 0.82, -0.97], [-1.34, -0.80, -0.86], [-0.30, -0.51, 0.33], [0.38, -0.15, -0.27], [-1.73, -1.26, 0.32], [-0.70, -0.23, -0.11], [0.71, 0.30, -0.57], [-1.61, -0.22, -2.19], [0.67, 1.40, -0.27], [0.22, 0.41, -0.05], [0.72, -0.23, 0.20], [0.27, 0.25, -0.47], [0.03, 0.05, 1.19], [1.38, -0.41, 1.23], [-0.32, 0.08, 0.81], [-0.50, -2.53, -0.97], [1.09, 1.63, 1.45], [-1.09, 1.16, 1.48], [0.35, 0.85, 1.09], [-0.18, -0.61, 1.25], [-0.56, 0.40, -1.22], [0.72, -0.60, 0.12], [0.47, 0.51, -0.81], [0.01, -0.23, -0.59], [-0.42, -1.28, -0.86], [-0.05, 0.99, -0.87], [0.04, -0.12, -0.16], [-0.26, -0.03, 0.21], [1.10, 1.35, -0.29], [-0.36, -0.37, 0.33], [-0.16, 0.62, 0.53], [0.71, -0.91, 1.40], [0.12, -1.56, -0.01], [0.36, 0.69, -0.69], [-0.27, -0.40, -0.61], [-0.13, -0.06, -0.09], [-0.10, -0.34, 0.26], [-1.29, 0.33, -0.37], [0.12, 0.75, -0.64], [-1.17, -0.06, 0.29], [0.82, -1.43, 0.30], [-0.74, -0.44, -0.92], [1.41, -1.09, 0.91], [-0.47, -1.76, -0.29], [1.75, 0.65, -0.24], [0.07, -0.21, 0.41], [-0.56, 0.53, 0.52], [-0.47, 0.27, -0.88], [-1.06, 1.80, 0.17], [0.13, 1.18, -0.74], [0.27, 0.33, 0.58], [0.17, 0.16, -0.23], [0.99, -0.77, -0.01], [-1.91, -0.16, 1.14], [1.96, 1.11, -0.67], [1.50, -0.89, -1.97], [-0.99, 1.81, 0.48], [1.07, -0.07, 0.10], [-0.38, 0.18, -0.22], [-0.47, -0.37, -0.46], [-0.29, -0.25, 0.09], [-0.57, -0.38, 1.24], [-0.87, -0.41, 0.66], [1.73, -0.20, -0.01], [-2.07, 1.01, -1.53], [0.50, 1.15, 0.70], [-1.12, -1.87, -0.54], [0.82, 2.29, -0.74], [0.48, -1.26, 1.26], [0.05, -0.81, 0.23], [-0.24, -0.60, -0.45], [0.33, 0.26, -0.23], [-0.02, 1.43, 0.38], [-0.45, -0.42, 0.41], [-0.05, -0.96, 0.36], [-0.34, -0.39, -0.19], [1.94, 1.42, 0.68], [-1.47, 0.78, -1.25], [1.60, -2.14, -0.07], [0.38, -0.03, 0.49], [-1.52, -0.87, -0.75], [0.55, 0.19, -0.29], [-0.34, 0.00, 0.17], [-0.99, -0.32, 0.58], [-0.41, 1.21, 0.49], [0.25, 0.25, -0.02], [0.52, -0.12, 0.09]],
  "mulliken_charge": [-1.1623, 0.4585, -0.0075, -0.3872, 0.7950, -0.5841, -0.3054, 0.4308, 0.5007, -0.0747, 0.2468, -0.2490, 0.4521, -0.8592, 0.0632, 0.3639, -0.3526, 0.6158, -0.5121, -0.3403, -0.1736, 0.3958, 0.3784, 0.4717, -0.5981, 0.4940, -1.3314, 0.1956, -0.5334, -0.0282, 0.5772, -0.5438, -0.4581, 0.2317, 0.3668, 0.3802, 0.4036, 0.3215, 0.3765, -0.5973, 0.4737, 0.4101, -0.7211, -0.2003, -0.3652, -0.6499, 0.5906, 0.3277, 0.3181, 0.0127, 0.4430, -0.7014, 0.5790, -0.7906, 0.0391, 0.8001, -0.2428, 0.3045, 0.3496, -0.1859, 0.5701, -1.0140, 0.3910, -0.5888, 0.4872, -0.4731, -0.5813, 0.3799, -0.2912, 0.2457, 0.4132, 0.0498, 0.4193, -0.4667, 0.4976, -0.0647, -0.7464, 1.0870, 0.4098, -0.1970, -0.2109, 0.3935, -0.7534, 0.0762, -0.1082, 0.0129, -0.1908, -0.6770, 0.3568, -0.3444, -0.2961, -0.5644, -0.0879, 0.1455, 0.3536, -0.2022, 0.4992, 0.4172, 0.3495, -0.5411, 0.3210, -0.3593, -0.6052, 0.9828, -0.3000, 0.2738, 0.2899, 0.3563, 0.3535, -0.3911, -0.3918, -0.5981, 0.4587, -0.1393, -0.4663, 0.4020, -0.3606, 0.3496, 0.0414, 0.3685, 0.1222, 0.3176, -0.3935],
  "energy_ha": -3290.7885,
  "de_lowest_kj_mol": 0.0,
  "e_lumo_ev": 0.35,
  "smiles": "C[C@H]1COC(=O)O1.C[C@H]1COC(=O)O1.C[C@H]1COC(=O)O1.O=C1CCCO1.O=C1CCCO1.O=C1CCCO1.O=C1CCCO1.O=C1CCCO1.O=C1CCCO1.O=C1CCCO1",
  "spin_multiplicity": 1,
  "total_charge": 0
}